{"formula": "C29H24ClIN2O4PSeTl", "method": "wB97M-V/def2-TZVPD", "total_charge": 0, "e_homo_ev": -8.23, "energy_ev": -141584.54271, "largest_force_ev_per_a": 2.00, "e_above_lowest_kj_mol": 114.8, "elements": ["Tl", "Cl", "C", "C", "C", "C", "C", "C", "P", "C", "C", "C", "C", "C", "C", "C", "C", "C", "C", "C", "C", "H", "H", "H", "H", "H", "H", "H", "H", "H", "H", "H", "H", "H", "H", "N", "C", "C", "C", "O", "O", "H", "H", "H", "H", "H", "H", "I", "C", "C", "C", "C", "C", "C", "C", "O", "O", "H", "H", "H", "H", "Se", "C", "N"], "coordinates": [[-0.3830, -0.0067, 0.4580], [0.2592, -1.9230, -1.8097], [1.6546, -2.8807, -1.4915], [1.9313, -3.9179, -2.3668], [3.0502, -4.7022, -2.1607], [3.8831, -4.4422, -1.0826], [3.5893, -3.4132, -0.2073], [2.4656, -2.6095, -0.3940], [2.0765, -1.2638, 0.7999], [2.4635, -2.0823, 2.3840], [1.4578, -2.8286, 2.9911], [1.6993, -3.4702, 4.1924], [2.9445, -3.3700, 4.7929], [3.9514, -2.6362, 4.1849], [3.7174, -1.9930, 2.9825], [3.4108, -0.0611, 0.5662], [4.1438, 0.0141, -0.6119], [5.0617, 1.0374, -0.7818], [5.2457, 1.9831, 0.2137], [4.4970, 1.9199, 1.3796], [3.5826, 0.9024, 1.5593], [1.2636, -4.0953, -3.1956], [3.2639, -5.5109, -2.8417], [4.7616, -5.0479, -0.9215], [4.2355, -3.2216, 0.6363], [0.4842, -2.8935, 2.5260], [0.9122, -4.0440, 4.6591], [3.1309, -3.8587, 5.7376], [4.9253, -2.5620, 4.6472], [4.4999, -1.4101, 2.5166], [3.9969, -0.7235, -1.3899], [5.6173, 1.1059, -1.7058], [5.9608, 2.7807, 0.0753], [4.6002, 2.6817, 2.1362], [2.9673, 0.8630, 2.4474], [-0.5825, 0.9846, -1.8164], [-0.2593, 2.4147, -1.8874], [1.1986, 2.6571, -1.5149], [1.4636, 2.6392, 0.0056], [2.1555, 3.5044, 0.4979], [0.9642, 1.6754, 0.6946], [-0.0555, 0.4941, -2.5361], [-1.5778, 0.8627, -1.9941], [-0.9083, 2.9421, -1.1849], [-0.4516, 2.8027, -2.9005], [1.5207, 3.6301, -1.8854], [1.8363, 1.8911, -1.9654], [-6.3042, 6.2964, 2.7886], [-4.9710, 4.6957, 2.4225], [-5.0289, 3.5596, 3.2085], [-4.1669, 2.5047, 2.9541], [-3.2686, 2.5876, 1.8998], [-3.2201, 3.7415, 1.1257], [-4.0583, 4.8055, 1.3895], [-2.3275, 1.4918, 1.4997], [-1.4895, 1.0234, 2.2889], [-2.3956, 1.1350, 0.2943], [-5.7370, 3.4834, 4.0202], [-4.2063, 1.6190, 3.5668], [-2.5121, 3.8110, 0.3165], [-3.9969, 5.7007, 0.7897], [-2.6722, -3.5207, 2.7822], [-1.9205, -2.4673, 1.6815], [-1.3391, -1.8453, 0.8596]]}